A single C21H19FN6O3 molecule. Source: the Open Molecules 2025 dataset; level of theory: the ωB97M-V functional and the def2-TZVPD basis.

```
! wB97M-V def2-TZVPD RIJCOSX def2/J DEFGRID3
* xyz 0 1
O -5.17 -2.07 2.40
O 0.28 -3.16 2.61
O 2.10 -1.79 -0.82
F 4.75 1.68 -2.35
N 2.24 4.32 -2.56
C -4.93 -1.16 1.60
C 0.42 -2.28 1.70
C 1.92 -0.58 -0.50
C -1.62 -1.80 0.54
C -2.65 -1.85 1.41
C 1.17 3.68 -2.18
C 3.38 3.56 -2.61
C -2.12 -0.05 -2.79
C -3.46 0.32 -2.55
C -1.36 -0.74 -1.87
C 1.15 2.35 -1.65
C -4.11 0.05 -1.32
C 3.45 2.16 -2.23
C -2.11 -1.04 -0.63
C 2.30 1.58 -1.71
C -3.44 -0.65 -0.24
N -5.72 -0.09 1.67
N -0.41 -2.38 0.68
N 2.37 0.18 -1.53
N -3.75 -1.20 0.99
N 1.35 -1.23 1.80
C 3.76 -1.43 2.49
C 2.31 -1.29 2.89
C 3.13 -0.02 2.71
C 2.44 0.84 1.58
C 1.46 -0.11 0.89
H -2.66 -2.32 2.38
H 0.18 4.16 -2.32
H 4.35 3.80 -3.14
H -1.60 0.14 -3.74
H -4.04 0.79 -3.34
H -0.29 -0.86 -2.03
H 0.13 1.91 -1.44
H -5.17 0.32 -1.14
H -5.80 0.41 0.71
H -6.63 -0.15 2.17
H 0.04 -2.40 -0.21
H 3.08 -0.29 -2.04
H 3.92 -1.78 1.46
H 4.46 -2.00 3.10
H 1.93 -1.43 3.87
H 3.37 0.50 3.68
H 1.98 1.73 2.00
H 3.12 1.29 0.87
H 0.51 0.40 0.72
*
```

As for the structure (SMILES): NC(=O)n1cc(NC(=O)N2[C@H](C(=O)Nc3ccncc3F)C[C@@H]3C[C@@H]32)c2ccccc21. The value obtained for the total energy is -1465.6585 Ha. Its LUMO energy is -0.1 eV. The calculation puts the energy above the lowest of the compared OMol25 structures with the same formula, charge and spin at 81.72 kcal/mol. The HOMO-LUMO gap is 7.83 eV.